Formula: C32H44N4O2SSi2W
Source: the OMol25 dataset
Level of theory: wB97M-V/def2-TZVPD

ORCA input file:
```
! wB97M-V def2-TZVPD RIJCOSX def2/J DEFGRID3
* xyz 0 1
W 0.151 -0.265 0.077
C 0.796 3.514 1.067
Si 0.921 2.224 2.426
C 1.990 2.988 3.781
C -0.762 2.010 3.228
C 1.510 0.637 1.684
C 2.606 0.645 0.697
C 3.773 1.419 0.641
C 4.678 1.171 -0.368
C 4.416 0.184 -1.324
C 3.224 -0.495 -1.252
N 2.343 -0.262 -0.276
Si 2.007 -0.706 2.910
C 0.738 -0.880 4.276
C 2.305 -2.356 2.069
C 3.626 -0.233 3.738
H 0.323 4.423 1.452
H 0.197 3.147 0.230
H 1.780 3.797 0.684
H 1.602 3.975 4.049
H 3.030 3.118 3.469
H 1.991 2.374 4.685
H -1.270 2.979 3.254
H -0.685 1.650 4.256
H -1.365 1.305 2.662
H 3.956 2.171 1.395
H 5.598 1.739 -0.420
H 5.116 -0.032 -2.118
H 2.946 -1.241 -1.988
H -0.266 -0.751 3.875
H 0.901 -0.124 5.049
H 0.800 -1.865 4.743
H 1.434 -2.683 1.503
H 2.520 -3.124 2.817
H 3.159 -2.316 1.389
H 3.523 0.700 4.295
H 4.446 -0.115 3.025
H 3.917 -1.016 4.444
N -0.674 -1.514 1.015
C -1.150 -2.714 1.511
C -1.771 -2.814 2.755
C -2.238 -4.043 3.212
C -2.097 -5.185 2.443
C -1.484 -5.092 1.194
C -1.022 -3.875 0.733
H -1.872 -1.939 3.386
H -2.706 -4.102 4.187
H -2.457 -6.136 2.811
H -1.370 -5.975 0.578
H -0.555 -3.777 -0.239
C -0.891 -0.047 -8.299
C -0.661 -0.110 -6.814
C 0.435 0.509 -6.230
C 0.642 0.489 -4.855
C 1.840 1.218 -4.302
C -0.264 -0.206 -4.045
C -1.384 -0.837 -4.610
C -2.418 -1.567 -3.789
C -1.560 -0.769 -5.986
C -0.074 -0.267 -2.568
O -0.379 -1.292 -1.898
O 0.389 0.744 -1.923
H 0.018 0.235 -8.829
H -1.660 0.691 -8.539
H -1.230 -1.009 -8.685
H 1.149 1.029 -6.859
H 2.480 1.556 -5.117
H 2.431 0.586 -3.641
H 1.533 2.081 -3.713
H -2.021 -2.504 -3.401
H -3.292 -1.779 -4.405
H -2.729 -0.980 -2.925
H -2.430 -1.248 -6.426
C -3.810 3.475 0.671
N -3.796 2.135 1.230
C -4.585 1.712 2.290
C -4.230 0.443 2.571
N -3.242 0.107 1.670
C -2.957 1.141 0.867
S -1.845 1.156 -0.423
H -4.823 3.737 0.372
H -3.154 3.492 -0.195
H -3.446 4.187 1.411
H -5.326 2.351 2.734
H -4.593 -0.251 3.306
H -2.698 -0.748 1.651
*
```

As for the energy above the lowest of the compared OMol25 structures with the same formula, charge and spin: 15.4 kcal per mole. The strongest force on any atom comes out at 0.7 eV/Å. The lowest unoccupied orbital energy is 0.016 Ha.

These are the Löwdin partial charges, in e, on atoms 1 to 8: 1.325 -0.175 0.408 -0.186 -0.167 -0.474 -0.406 -0.018

=====

Formula: C21H36ClN4O11PS
Source: the OMol25 dataset
Level of theory: wB97M-V/def2-TZVPD

ORCA input file:
```
! wB97M-V def2-TZVPD RIJCOSX def2/J DEFGRID3
* xyz 0 1
C 8.013 -0.012 1.543
C 6.552 0.416 1.762
O 6.107 1.417 0.865
C 5.824 0.889 -0.424
C 5.211 1.983 -1.276
O 4.209 2.695 -0.576
C 3.131 1.921 -0.211
C 2.289 1.189 -1.266
O 2.360 1.179 -2.452
O 1.346 0.574 -0.517
C 0.926 1.546 0.528
C -0.482 1.977 0.135
C -1.444 0.804 -0.098
C -2.888 1.327 -0.131
C -3.958 0.234 -0.047
O -3.606 -0.914 -0.824
C -2.934 -1.875 -0.178
O -2.951 -2.067 1.012
C 0.927 0.694 1.828
O 0.889 -0.692 1.515
N 0.866 -1.438 2.746
O -0.063 -2.128 2.792
C 2.016 2.678 0.483
N 1.516 3.810 -0.322
C 2.089 4.884 -0.380
S 2.960 6.159 -0.606
P 2.613 3.498 2.086
O 3.663 2.394 2.708
Cl 0.977 3.398 3.350
H 8.387 0.279 0.564
H 8.645 0.425 2.314
H 8.114 -1.095 1.626
H 5.895 -0.461 1.712
H 6.455 0.796 2.778
H 5.147 0.034 -0.303
H 6.747 0.553 -0.905
H 5.991 2.713 -1.494
H 4.882 1.591 -2.240
H 3.377 1.139 0.525
H -0.396 2.531 -0.800
H -0.883 2.644 0.902
H -1.224 0.400 -1.085
H -1.338 0.025 0.655
H -3.035 1.898 -1.053
H -3.054 2.029 0.690
H -4.187 0.016 0.990
H -4.869 0.628 -0.474
H -2.334 -2.506 -0.841
H 1.827 0.873 2.425
H 0.075 0.993 2.440
H 4.333 2.224 2.015
C 2.146 -4.457 -2.189
N 0.972 -3.783 -2.704
C 0.762 -3.715 -4.141
C 0.062 -3.213 -1.894
O -0.938 -2.635 -2.279
H 3.051 -3.974 -2.563
H 2.148 -5.503 -2.503
H 2.150 -4.416 -1.102
H 0.716 -2.674 -4.462
H -0.182 -4.193 -4.404
H 1.579 -4.218 -4.651
H 0.307 -3.312 -0.823
C -10.219 -0.135 1.006
N -8.850 -0.560 0.796
C -8.577 -1.951 0.470
C -7.811 0.290 0.892
O -6.648 -0.025 0.723
H -10.663 -0.690 1.835
H -10.811 -0.314 0.106
H -10.247 0.927 1.239
H -7.924 -2.390 1.225
H -8.072 -2.017 -0.493
H -9.512 -2.504 0.430
H -8.114 1.321 1.142
*
```

As for the SMILES: CCOCCO[C@@H]1C(=O)O[C@@](CCCCOC=O)(CON=O)[C@@]1(N=C=S)P(O)Cl.CN(C)C=O.CN(C)C=O. The strongest force on any atom comes out at 1.5 eV/Å. The lowest unoccupied orbital energy is 0.006 Ha.

These are the Löwdin partial charges, in e, on atoms 1 to 8: -0.059 -0.260 -0.157 -0.185 -0.140 -0.054 -0.267 -0.402

=====

Formula: CH2NO2P
Source: the OMol25 dataset
Level of theory: wB97M-V/def2-TZVPD

ORCA input file:
```
! wB97M-V def2-TZVPD RIJCOSX def2/J DEFGRID3
* xyz 0 1
C 1.034 -0.281 -0.840
N -0.260 -0.399 -0.418
O 1.962 -0.703 -0.211
O -1.178 -1.773 1.697
P -0.371 -0.724 1.133
H 1.123 0.082 -1.977
H 0.450 -0.203 2.161
*
```

As for the energy above the lowest of the compared OMol25 structures with the same formula, charge and spin: 33.1 kcal per mole. The strongest force on any atom comes out at 3.1 eV/Å. The lowest unoccupied orbital energy is -0.041 Ha.

Which charges does Löwdin predict for the atoms? In e, they are: -0.515 -0.153 -0.022 -0.319 0.805 0.153 0.050

=====

Formula: C5H10OS2
Source: the OMol25 dataset
Level of theory: wB97M-V/def2-TZVPD

ORCA input file:
```
! wB97M-V def2-TZVPD RIJCOSX def2/J DEFGRID3
* xyz 0 1
C 0.281 1.934 -0.801
O -0.348 0.812 -0.281
C 0.167 -0.425 -0.778
S -1.102 -1.681 -0.670
C -2.501 -0.975 0.101
C 1.422 -0.702 0.018
C 1.527 -0.466 1.517
S 2.645 -1.341 -0.836
H -0.091 2.174 -1.760
H 0.168 2.810 -0.191
H 1.395 1.733 -0.961
H 0.364 -0.237 -1.896
H -2.144 -0.343 0.919
H -3.164 -0.427 -0.612
H -3.037 -1.825 0.552
H 1.305 0.637 1.680
H 2.493 -0.729 1.959
H 0.619 -0.947 2.040
*
```

As for the SMILES: CO[C@H](SC)C(C)=S. As for the energy above the lowest of the compared OMol25 structures with the same formula, charge and spin: 37.5 kcal per mole. The strongest force on any atom comes out at 2.9 eV/Å. The lowest unoccupied orbital energy is -0.008 Ha.

These are the Löwdin partial charges, in e, on atoms 1 to 8: -0.109 -0.252 -0.717 0.891 -0.436 -0.832 -0.107 0.756

=====

Formula: C3H4S2
Source: the OMol25 dataset
Level of theory: wB97M-V/def2-TZVPD

ORCA input file:
```
! wB97M-V def2-TZVPD RIJCOSX def2/J DEFGRID3
* xyz 0 1
C -1.699 1.151 -0.229
C -1.355 -0.007 -0.265
C -0.902 -1.327 -0.285
S -1.866 -2.644 -0.123
H -2.157 2.133 -0.266
H 0.101 -1.491 -0.380
S 2.081 0.812 0.294
H 2.705 1.456 1.198
H 3.092 -0.083 0.057
*
```

As for the SMILES: C#CC=S.S. As for the energy above the lowest of the compared OMol25 structures with the same formula, charge and spin: 58.6 kcal per mole. The strongest force on any atom comes out at 3.2 eV/Å. The lowest unoccupied orbital energy (alpha / beta) is -0.039 / -0.039 Ha.

These are the Löwdin partial charges, in e, on atoms 1 to 8: 0.140 -0.256 -0.683 0.696 0.051 -0.012 0.524 -0.277

=====

Formula: C2H6N3
Source: the OMol25 dataset
Level of theory: wB97M-V/def2-TZVPD

ORCA input file:
```
! wB97M-V def2-TZVPD RIJCOSX def2/J DEFGRID3
* xyz 1 1
C -0.601 -0.887 1.724
N -0.981 -0.003 0.929
C -0.011 0.252 -0.511
N 0.796 1.283 -0.356
N -0.050 -0.464 -1.609
H -1.082 -1.003 2.783
H 0.205 -1.617 1.619
H 0.587 1.920 0.386
H 1.226 1.908 -1.026
H -0.505 -1.336 -1.544
H 0.417 -0.052 -2.395
*
```

As for the SMILES: C=NC(N)=[NH2+]. As for the energy above the lowest of the compared OMol25 structures with the same formula, charge and spin: 45.4 kcal per mole. The strongest force on any atom comes out at 4.4 eV/Å. The lowest unoccupied orbital energy is -0.140 Ha.

These are the Löwdin partial charges, in e, on atoms 1 to 8: -0.056 0.095 -0.245 0.198 0.235 0.135 0.089 0.125

=====

Formula: C12H12O
Source: the OMol25 dataset
Level of theory: wB97M-V/def2-TZVPD

ORCA input file:
```
! wB97M-V def2-TZVPD RIJCOSX def2/J DEFGRID3
* xyz 0 1
C 1.255 -3.306 -1.817
C 0.915 -3.603 -0.546
C 1.291 -1.944 -2.233
C 0.761 -2.607 0.438
C 1.229 -0.950 -1.257
C 1.007 -1.269 0.087
C 0.733 0.456 2.149
C 0.188 1.665 2.429
C 0.761 -0.307 1.073
C -0.304 1.879 -0.022
C -0.531 2.343 1.341
C -2.543 2.557 -0.897
O -1.183 2.018 -0.970
H 1.201 -4.066 -2.538
H 0.814 -4.666 -0.318
H 1.679 -1.664 -3.223
H 0.386 -2.778 1.415
H 1.152 0.142 -1.647
H 1.435 0.229 2.989
H 0.510 2.281 3.393
H -1.586 2.254 1.586
H -0.634 3.472 1.320
H -2.794 2.903 0.142
H -3.174 1.653 -1.271
H -2.568 3.309 -1.620
*
```

As for the energy above the lowest of the compared OMol25 structures with the same formula, charge and spin: 201.4 kcal per mole. The strongest force on any atom comes out at 3.5 eV/Å. The lowest unoccupied orbital energy (alpha / beta) is -0.004 / -0.004 Ha.

These are the Löwdin partial charges, in e, on atoms 1 to 8: -0.118 -0.109 -0.075 -0.028 -0.057 -0.262 -0.205 -0.132